Entry from the OMol25 dataset: C17H31BaN2O2P2 as an isolated structure in a non-equilibrium geometry (the ωB97M-V functional and the def2-TZVPD basis).

Element x y z (Å)
Ba: 0.3137 -0.4063 0.6852
P: -2.4363 -1.2477 -0.6712
C: -2.0155 -1.0758 -2.4029
C: -0.8864 -0.2755 -2.7908
N: 0.1688 0.2370 -2.0184
C: 0.7854 1.3453 -2.5135
C: 0.4717 1.8238 -3.7831
C: -0.2342 0.9861 -4.6413
C: -0.7486 -0.1670 -4.1661
C: 1.6250 2.3673 -1.6492
P: 2.3058 1.8136 -0.1249
H: -1.3389 -0.8136 -4.8075
H: 0.8496 2.8289 -4.0087
H: -0.5010 1.4014 -5.6105
H: 2.4217 2.8474 -2.2253
H: 1.0212 3.2538 -1.4247
H: 1.2048 -3.6681 -1.3145
H: -1.7959 -2.0860 -2.8372
H: 3.8151 -2.4580 -0.7142
O: 0.5351 -4.3316 -0.9969
H: 0.5608 -5.1039 -1.6276
H: 2.6604 -1.7465 0.5387
O: 3.6373 -1.9066 0.1383
H: 4.3213 -2.0467 0.8246
C: 3.8144 1.0118 -0.7874
H: 4.3798 1.8330 -1.2591
H: 4.4354 0.5593 0.0093
H: 3.5601 0.2767 -1.5714
C: 3.0507 3.3465 0.6133
H: 3.3725 3.1136 1.6555
H: 3.9142 3.6804 -0.0099
H: 2.2512 4.1218 0.6195
C: -3.6860 -0.0904 -1.0729
H: -4.3053 -0.6801 -1.7283
H: -4.2450 0.4259 -0.3270
H: -3.2217 0.6341 -1.7297
C: -3.1264 -2.9121 -0.4582
H: -3.5716 -3.0807 0.5272
H: -3.9017 -2.9973 -1.2144
H: -2.4018 -3.7168 -0.6212
C: -1.0236 2.4534 2.4873
C: -1.2051 1.2617 3.3530
C: -1.5910 1.1681 4.7124
C: -1.5319 -0.1955 5.0788
C: -1.1132 -0.9151 3.9348
C: -0.8345 -2.3512 3.7537
N: -0.9132 -0.0147 2.9004
H: -1.0664 2.1856 1.4115
H: -0.0656 2.9666 2.6918
H: -1.8111 3.2057 2.6530
H: -1.8675 1.9882 5.3536
H: -1.7604 -0.6179 6.0444
H: 0.2502 -2.5586 3.7965
H: -1.2897 -2.9729 4.5391
H: -1.2367 -2.7002 2.7861

Summary:
HOMO level (alpha / beta): -8.565 / -8.540 eV
DFT total energy: -1634.083688 Eh
gap between HOMO and LUMO (alpha / beta): 2.7 / 2.6 eV
charge: +1
relative energy (zero: lowest compared OMol25 entry of this formula, charge and spin): 81.9 kcal/mol

Entry from the OMol25 dataset: C17H31Cl2N4SeSiTeV as an isolated structure (the ωB97M-V functional and the def2-TZVPD basis).

Element x y z (Å)
V: -0.5335 -0.5682 -0.8135
C: 2.8408 -2.2241 -1.3615
C: 2.6167 -0.7434 -1.4689
C: 3.5287 0.1180 -2.0246
C: 3.2471 1.4941 -2.0181
C: 2.0995 1.9768 -1.4543
C: 1.2067 1.0605 -0.8487
N: 1.4816 -0.2767 -0.9014
N: 0.0244 1.2830 -0.2387
Si: -0.6232 2.8480 0.2256
C: 0.5803 3.6086 1.4405
C: -2.2500 2.5028 1.0857
C: -0.8829 3.9602 -1.2572
H: 3.7953 -2.4253 -0.8730
H: 2.8810 -2.7033 -2.3413
H: 2.0473 -2.6954 -0.7816
H: 4.4495 -0.2610 -2.4431
H: 3.9526 2.1789 -2.4693
H: 1.8774 3.0331 -1.4577
H: 0.7089 2.9593 2.3066
H: 0.2165 4.5736 1.7947
H: 1.5631 3.7745 0.9989
H: -2.3074 1.4542 1.3831
H: -3.1117 2.7103 0.4527
H: -2.3390 3.1181 1.9800
H: 0.0228 4.4809 -1.5656
H: -1.6248 4.7242 -1.0183
H: -1.2557 3.4019 -2.1177
Cl: -2.8468 0.2244 -1.5229
C: -4.4104 -0.7157 -1.4195
Cl: -4.2389 -2.3597 -0.8842
H: -4.7950 -0.6927 -2.4340
H: -5.0258 -0.1427 -0.7345
C: -2.6925 -0.2840 3.5973
N: -1.2416 -0.3400 3.4911
C: -0.3980 0.2587 4.3980
C: 0.8669 -0.0221 4.0088
N: 0.7747 -0.7930 2.8726
C: 1.9221 -1.3064 2.1383
C: -0.5112 -0.9749 2.5523
Se: -1.2754 -1.9747 1.1212
H: -3.0083 -0.8233 4.4887
H: -3.1197 -0.7478 2.7116
H: -2.9993 0.7584 3.6554
H: -0.7821 0.8187 5.2303
H: 1.8172 0.2445 4.4304
H: 2.7574 -1.3657 2.8315
H: 2.1576 -0.6449 1.3065
H: 1.6819 -2.2991 1.7599
C: -0.2476 -4.3791 -1.9365
Te: -0.9504 -2.5322 -2.7161
C: 0.5142 -2.3370 -4.2408
H: 0.8175 -4.4580 -2.1346
H: -0.7831 -5.1923 -2.4148
H: -0.4202 -4.3811 -0.8629
H: 0.6232 -3.2990 -4.7329
H: 1.4538 -1.9979 -3.8185
H: 0.1481 -1.6049 -4.9549

Summary:
HOMO level (alpha / beta): -10.109 / -9.351 eV
DFT total energy: -5708.590188 Eh
gap between HOMO and LUMO (alpha / beta): 7.9 / 7.3 eV
charge: +1
spin multiplicity: 2
relative energy (zero: lowest compared OMol25 entry of this formula, charge and spin): 4.5 kcal/mol

Entry from the OMol25 dataset: C17H31Cl3O2P2Ru as an isolated structure in a non-equilibrium geometry (the ωB97M-V functional and the def2-TZVPD basis).

Element x y z (Å)
P: -0.5057 -2.0362 -0.7569
P: 0.4342 1.3984 -1.6361
C: -0.9358 -1.0526 -2.2770
C: 0.0168 0.0289 -2.8015
H: -1.9311 -0.6175 -2.1435
H: -1.0312 -1.7865 -3.0864
H: 1.0044 -0.3730 -3.0600
H: -0.3640 0.5028 -3.7222
C: -0.4181 2.7133 -2.7643
H: -0.3757 3.7260 -2.3251
H: -1.4837 2.4686 -2.9229
H: 0.0776 2.7659 -3.7277
C: 1.9990 2.4052 -2.2639
H: 1.9511 2.6336 -3.3350
H: 2.9391 1.8763 -2.0432
H: 2.0317 3.3744 -1.7331
C: -1.9609 -2.9817 -0.3804
H: -1.8271 -3.5606 0.5346
H: -2.1312 -3.6711 -1.2244
H: -2.8368 -2.3413 -0.2730
C: 0.4274 -3.3201 -1.7130
H: 1.3699 -2.9514 -2.1368
H: -0.2070 -3.6431 -2.5545
H: 0.6259 -4.2066 -1.0988
Ru: -1.5304 -1.9811 2.7073
C: 0.4045 2.7096 -0.1374
C: -0.8009 1.9334 -0.3780
C: -1.0869 0.6457 0.4388
C: 0.0362 -0.2680 0.8585
C: 0.9572 -0.8512 -0.2541
C: 1.6962 0.3373 -0.7551
C: 2.2921 1.1717 0.4283
C: 1.2887 2.3097 0.9497
C: 0.1546 -3.1144 3.1462
H: 0.5781 3.7028 -0.5665
H: -1.6901 2.4831 -0.7090
H: -1.8200 0.0189 -0.1170
H: -1.6117 1.0035 1.3272
H: 0.7018 0.1308 1.6172
H: -0.4123 -1.1278 1.4165
H: 1.6634 -1.5736 0.1743
H: 2.4166 0.0223 -1.5335
H: 3.2244 1.6634 0.0763
H: 2.4858 0.4973 1.2948
H: 0.7586 1.9864 1.8572
H: 1.9345 3.1347 1.3110
H: 0.7258 -2.3660 3.7753
H: 0.7457 -3.4283 2.2489
H: -0.1832 -3.9967 3.7533
Cl: -3.1879 -3.4282 2.7583
C: -1.0439 1.7896 4.1838
Cl: -2.4197 2.7032 4.3208
Cl: 0.4339 2.4682 4.5678
C: -1.1520 0.4198 3.7283
O: -2.2959 -0.0122 3.2753
O: -0.1322 -0.3354 3.6804

Summary:
HOMO level (alpha / beta): -13.802 / -15.030 eV
DFT total energy: -2974.065267 Eh
gap between HOMO and LUMO (alpha / beta): 5.4 / 6.7 eV
charge: +2
spin multiplicity: 5
relative energy (zero: lowest compared OMol25 entry of this formula, charge and spin): 0.0 kcal/mol

Entry from the OMol25 dataset: a 2-piece molecular cluster, C17H31ClFN3 overall in a non-equilibrium geometry (the ωB97M-V functional and the def2-TZVPD basis).

Element x y z (Å)
Cl: 2.2054 4.7324 -4.4255
C: 2.3930 2.9499 -4.3829
N: 1.8878 2.3650 -3.1227
C: 2.6662 2.8709 -1.8921
C: 2.1491 2.1925 -0.6576
N: 1.1104 1.2557 -1.0614
F: -0.2728 -0.4101 0.7421
C: 1.6151 0.2058 -1.9691
C: 2.1041 0.8713 -3.2221
C: -0.0576 1.9340 -1.6618
C: 0.3810 2.6069 -2.9211
H: 1.8178 2.5275 -5.2261
H: 3.4604 2.7147 -4.4837
H: 3.7156 2.6140 -2.0722
H: 2.5439 3.9527 -1.8581
H: 2.9371 1.6105 -0.1565
H: 1.6963 2.9154 0.0393
H: 2.4376 -0.3185 -1.4480
H: 0.7848 -0.4809 -2.1878
H: 1.5547 0.5306 -4.1045
H: 3.1748 0.7143 -3.3735
H: -0.8156 1.1637 -1.8629
H: -0.4365 2.6639 -0.9214
H: 0.2290 3.6870 -2.9065
H: -0.1141 2.1812 -3.8007
C: 1.9045 -1.8925 1.9371
C: 1.0620 -3.1535 2.1256
C: -0.4506 -3.0555 1.8706
C: -1.0794 -1.7537 2.2309
N: -2.3643 -1.5638 2.0361
C: -3.2366 -2.6672 1.7341
C: -4.6655 -2.1228 1.8485
C: -4.5581 -0.6277 2.1920
C: -3.0567 -0.2944 2.3070
C: -0.2052 -0.5439 2.0933
C: 1.2320 -0.6728 2.5661
H: 2.8867 -2.0123 2.4018
H: 2.0611 -1.6777 0.8712
H: 1.4798 -3.9270 1.4873
H: 1.1623 -3.4849 3.1637
H: -0.6410 -3.2882 0.8053
H: -0.9729 -3.8070 2.4708
H: -3.0596 -3.1074 0.7330
H: -3.0536 -3.4738 2.4637
H: -5.1863 -2.2679 0.8960
H: -5.1911 -2.6744 2.6338
H: -5.0075 -0.0044 1.4119
H: -5.0406 -0.4000 3.1525
H: -2.7963 0.0477 3.3234
H: -2.7745 0.5287 1.6197
H: -0.6097 0.3886 2.5062
H: 1.1899 -0.7925 3.6493
H: 1.8038 0.2496 2.4061

Summary:
HOMO level: -14.940 eV
DFT total energy: -1390.106648 Eh
gap between HOMO and LUMO: 8.6 eV
charge: +2
relative energy (zero: lowest compared OMol25 entry of this formula, charge and spin): 0.0 kcal/mol